(1)
{
  "formula": "CH12NO5",
  "method": "ωB97M-V/def2-TZVPD",
  "species": ["N", "C", "O", "H", "H", "H", "H", "H", "H", "O", "H", "H", "O", "H", "H", "O", "H", "H", "O"],
  "xyz": [[-0.3091, -1.7154, -1.2876], [0.9293, -2.2103, -0.6794], [1.3678, -1.4722, 0.3994], [-0.1824, -0.7492, -1.5681], [-0.9466, -1.6603, -0.5026], [0.7916, -3.2499, -0.3555], [1.6303, -2.3415, -1.5190], [1.7338, -0.5511, 0.0375], [2.5986, 1.2050, -0.2668], [1.9317, 0.6961, -0.7354], [0.5678, 0.7759, -0.1713], [-0.1503, 1.3461, 1.2334], [-0.3015, 1.0398, 0.3393], [-0.9601, -0.8281, 2.6676], [-1.3843, 0.3562, 1.9428], [-1.4018, 0.0124, 2.8524], [-2.2582, 2.4583, -0.4889], [-1.3652, 3.5375, -1.0418], [-2.2912, 3.3508, -0.8558]],
  "forces_ev_per_a": [[-0.104, -0.518, 0.379], [-0.035, -0.444, -0.764], [0.713, 0.165, 0.171], [0.230, -0.010, -0.058], [-0.364, 0.171, -0.052], [-0.449, 0.093, 0.210], [0.393, 0.616, 0.200], [-0.244, -0.659, -0.154], [-0.133, 0.114, -0.016], [0.134, -0.361, -0.126], [0.428, 1.015, 0.821], [0.905, 0.093, -0.184], [-1.585, 0.026, -0.371], [0.090, -0.005, 0.374], [-0.202, 0.130, 0.029], [0.071, -0.320, -0.504], [0.245, -0.030, 0.016], [0.012, -0.135, 0.059], [-0.104, 0.058, -0.029]],
  "lowdin_charge": [0.007, -0.434, -0.153, 0.041, 0.044, 0.091, 0.098, 0.007, -0.044, -0.365, -0.035, 0.008, -0.156, 0.033, -0.007, -0.087, 0.010, 0.026, -0.085],
  "de_lowest_kj_mol": 39.29,
  "homo_lumo_gap_ev": 9.02,
  "lumo_energy_ev": 3.88,
  "total_charge": -1
}

(2)
{
  "formula": "C22H48F7O8P",
  "method": "ωB97M-V/def2-TZVPD",
  "species": ["C", "C", "P", "C", "O", "C", "O", "O", "C", "F", "F", "C", "F", "F", "C", "F", "F", "F", "H", "H", "H", "H", "H", "H", "H", "H", "C", "C", "C", "O", "H", "H", "H", "H", "H", "H", "H", "H", "C", "C", "C", "O", "H", "H", "H", "H", "H", "H", "H", "H", "C", "C", "C", "O", "H", "H", "H", "H", "H", "H", "H", "H", "C", "C", "C", "O", "H", "H", "H", "H", "H", "H", "H", "H", "C", "C", "C", "O", "H", "H", "H", "H", "H", "H", "H", "H"],
  "xyz": [[0.9938, -1.5808, 0.6018], [1.9836, -1.1008, -0.4824], [2.8062, 0.4868, -0.1083], [3.3128, 1.0098, -1.7891], [1.5195, 1.5652, 0.2630], [0.3716, 1.4487, -0.4072], [0.2339, 1.4095, -1.5922], [-0.6448, 1.4142, 0.5179], [-1.9571, 1.3353, 0.0946], [-2.6867, 1.6372, 1.1812], [-2.2283, 2.2359, -0.8521], [-2.4142, -0.0950, -0.3328], [-2.3379, -0.8723, 0.7695], [-1.6188, -0.6221, -1.2743], [-3.8765, -0.1798, -0.8568], [-4.0700, 0.6086, -1.9041], [-4.1047, -1.4394, -1.2301], [-4.7449, 0.1367, 0.0943], [0.6488, -0.7866, 1.2618], [0.1511, -2.0755, 0.1221], [1.4729, -2.3188, 1.2450], [1.5517, -1.1236, -1.4869], [2.8373, -1.7860, -0.5011], [3.4832, 2.0827, -1.8259], [2.5468, 0.7350, -2.5187], [4.2180, 0.4535, -2.0352], [-5.2982, 5.3611, -2.5934], [-4.2386, 5.1100, -3.6563], [-3.5566, 3.7644, -3.4688], [-3.2786, 6.1663, -3.6582], [-4.8414, 5.3709, -1.5994], [-5.7774, 6.3281, -2.7490], [-6.0652, 4.5850, -2.6081], [-4.7029, 5.1460, -4.6431], [-3.0483, 3.7307, -2.5016], [-2.8025, 3.5965, -4.2360], [-4.2806, 2.9478, -3.5033], [-2.8409, 6.1645, -2.7997], [-2.8932, 1.0518, 6.4895], [-2.3241, 0.0128, 5.5357], [-2.0284, 0.6047, 4.1669], [-3.2088, -1.1007, 5.4201], [-3.8374, 1.4448, 6.1020], [-3.0931, 0.6073, 7.4647], [-2.2049, 1.8880, 6.6214], [-1.4062, -0.3999, 5.9582], [-2.9453, 0.9850, 3.7099], [-1.6189, -0.1563, 3.5011], [-1.3151, 1.4280, 4.2355], [-4.0372, -0.7807, 5.0458], [-2.2422, 0.1595, -5.0389], [-1.2885, 0.9920, -5.8835], [0.0983, 0.3699, -5.9398], [-1.2195, 2.3252, -5.3828], [-1.8752, 0.0954, -4.0100], [-3.2306, 0.6194, -5.0113], [-2.3393, -0.8538, -5.4319], [-1.6855, 1.0873, -6.8955], [0.5248, 0.3093, -4.9343], [0.7664, 0.9791, -6.5491], [0.0641, -0.6370, -6.3588], [-0.8729, 2.2777, -4.4829], [1.0205, -2.3462, 5.1426], [2.4883, -2.5245, 4.7835], [3.3836, -2.4345, 6.0095], [2.8804, -1.5667, 3.8021], [0.8592, -1.3583, 5.5845], [0.3947, -2.4179, 4.2521], [0.6911, -3.0991, 5.8601], [2.6282, -3.4951, 4.3040], [3.2867, -1.4508, 6.4774], [4.4291, -2.5683, 5.7309], [3.1198, -3.1916, 6.7492], [2.7679, -0.6871, 4.1798], [4.7184, -4.6364, -0.6119], [5.5838, -3.4937, -1.1211], [7.0345, -3.9161, -1.2909], [5.4869, -2.3661, -0.2518], [5.0683, -4.9681, 0.3695], [3.6819, -4.3147, -0.5026], [4.7478, -5.4892, -1.2913], [5.1949, -3.1457, -2.0801], [7.4530, -4.2275, -0.3298], [7.6343, -3.0845, -1.6609], [7.1253, -4.7496, -1.9886], [5.8180, -2.6272, 0.6150]],
  "forces_ev_per_a": [[0.359, -0.317, -0.136], [-0.134, -0.059, 0.019], [0.992, 0.179, 0.438], [-0.620, -0.449, -0.136], [-0.884, -0.470, -0.326], [0.639, 0.301, -0.160], [-0.239, -0.113, 0.180], [-0.160, -0.138, -0.167], [0.000, 0.056, 0.245], [0.008, 0.124, -0.121], [-0.005, -0.066, -0.013], [-0.046, -0.070, 0.188], [0.014, 0.045, -0.144], [0.049, 0.191, -0.023], [0.083, -0.274, 0.001], [0.042, 0.131, -0.139], [0.004, -0.067, -0.003], [-0.063, 0.141, 0.145], [-0.162, 0.049, -0.098], [-0.138, 0.132, 0.136], [0.018, 0.077, 0.055], [-0.131, 0.150, 0.092], [0.076, 0.049, -0.099], [0.174, 0.005, 0.031], [0.058, 0.182, -0.017], [0.157, 0.147, 0.090], [-0.036, 0.083, -0.036], [0.017, -0.095, 0.232], [0.102, 0.070, -0.058], [-0.040, 0.025, -0.079], [0.006, -0.058, 0.003], [0.001, -0.014, -0.023], [0.009, -0.009, 0.008], [0.038, 0.053, -0.034], [-0.112, 0.030, 0.056], [-0.128, 0.023, -0.073], [0.011, -0.005, 0.017], [0.012, -0.001, -0.019], [-0.013, -0.060, 0.079], [-0.124, 0.175, -0.086], [0.066, -0.108, -0.026], [0.071, -0.048, 0.039], [0.025, 0.033, -0.039], [0.024, -0.006, -0.006], [-0.005, 0.004, -0.014], [-0.016, -0.059, 0.009], [-0.014, 0.046, 0.042], [0.017, 0.006, 0.017], [-0.014, 0.009, -0.007], [0.008, -0.019, -0.002], [-0.080, 0.046, 0.000], [0.063, -0.137, 0.215], [0.056, 0.063, -0.059], [0.080, -0.042, -0.072], [0.043, -0.025, -0.017], [0.007, 0.001, -0.025], [0.009, -0.005, 0.006], [-0.009, 0.053, -0.008], [-0.038, -0.036, 0.024], [-0.021, -0.004, -0.014], [-0.005, -0.005, 0.010], [0.015, 0.026, -0.007], [-0.022, -0.019, -0.100], [-0.124, 0.165, 0.201], [0.091, -0.013, -0.051], [0.048, -0.100, -0.110], [0.027, -0.019, 0.047], [0.010, -0.017, 0.009], [-0.003, 0.016, 0.008], [0.019, 0.009, -0.054], [-0.050, -0.011, 0.023], [-0.012, -0.018, -0.009], [-0.012, 0.008, 0.002], [0.009, -0.001, -0.026], [-0.082, 0.056, 0.007], [0.088, -0.188, 0.133], [0.037, 0.091, -0.026], [-0.097, 0.079, -0.120], [0.042, -0.026, -0.018], [0.003, 0.002, -0.023], [0.010, -0.001, 0.005], [-0.014, 0.055, 0.005], [-0.027, -0.050, 0.000], [-0.020, -0.003, -0.016], [-0.007, -0.007, 0.010], [-0.033, 0.045, 0.016]],
  "lowdin_charge": [-0.128, -0.393, 0.974, -0.263, -0.201, -0.600, 0.149, 0.168, -0.484, 0.167, 0.175, -0.331, 0.155, 0.162, -0.560, 0.185, 0.186, 0.194, 0.056, 0.065, 0.064, 0.077, 0.053, 0.044, 0.026, 0.039, -0.064, -0.494, -0.056, -0.050, 0.079, 0.077, 0.078, 0.138, 0.066, 0.062, 0.078, 0.084, -0.061, -0.503, -0.061, -0.050, 0.081, 0.079, 0.079, 0.121, 0.076, 0.070, 0.086, 0.086, -0.054, -0.490, -0.057, -0.062, 0.069, 0.077, 0.081, 0.137, 0.073, 0.079, 0.079, 0.082, -0.060, -0.504, -0.063, -0.063, 0.073, 0.077, 0.084, 0.136, 0.081, 0.078, 0.080, 0.088, -0.059, -0.506, -0.062, -0.069, 0.083, 0.069, 0.081, 0.136, 0.082, 0.079, 0.080, 0.091],
  "de_lowest_kj_mol": 0.00,
  "homo_lumo_gap_ev": 9.64,
  "smiles": "CCP(C)OC(=O)OC(F)(F)C(F)(F)C(F)(F)F.CC(C)O.CC(C)O.CC(C)O.CC(C)O.CC(C)O",
  "lumo_energy_ev": 0.61,
  "total_charge": 0
}